No. 1
{
  "formula": "C13H21NO3S",
  "method": "ωB97M-V/def2-TZVPD",
  "homo_ev": -8.870,
  "spin_multiplicity": 1,
  "homo_lumo_gap_ev": 7.866,
  "species": ["S", "O", "O", "O", "N", "C", "C", "C", "C", "C", "C", "C", "C", "C", "C", "C", "C", "C", "H", "H", "H", "H", "H", "H", "H", "H", "H", "H", "H", "H", "H", "H", "H", "H", "H", "H", "H", "H", "H"],
  "xyz": [[1.36839, -0.51704, -0.50541], [2.59051, 0.42827, -1.20835], [0.30350, -1.04707, -1.28393], [-1.27947, 2.58200, -0.71156], [0.38597, 0.50969, 0.60094], [1.05142, -2.46072, 1.38467], [3.31978, -1.42572, 1.27069], [-0.02762, 2.63580, -1.29971], [2.92261, -3.23307, 2.71561], [2.01021, -1.56324, 0.61618], [1.42687, -3.37433, 2.12845], [1.01054, 2.06871, 0.71191], [-3.23594, -0.00204, -0.46484], [1.03128, 2.82302, -0.62188], [-2.95230, -1.47548, -0.37902], [-2.63540, 0.67483, -1.74206], [3.81914, -2.18324, 2.10540], [-2.33315, 2.23104, -1.72082], [-1.94225, -1.69808, -0.43567], [0.12912, -2.53593, 0.85006], [0.86646, -4.15672, 2.84296], [3.15046, -4.03366, 3.44369], [-4.09925, 0.17461, -0.35012], [1.88981, 1.81310, 1.09347], [-3.56192, -2.00336, -1.17288], [3.86193, -0.92378, 0.47906], [1.98691, 2.77053, -0.93787], [-3.28841, 0.44568, -2.46500], [0.96076, 3.85514, -0.28172], [0.50241, 2.61103, 1.48729], [-1.56439, 0.25970, -2.02068], [-3.27998, 2.51251, -1.14131], [-0.00927, 1.46559, -1.95961], [4.73710, -2.30800, 2.60095], [-0.55279, 0.73439, 0.22481], [-0.19304, 3.35046, -2.24617], [-2.46156, 2.60797, -2.53966], [-3.24994, -1.89050, 0.45318], [-2.65852, 0.27793, 0.47894]],
  "atomic_forces_ev_per_a": [[1.89, 8.47, -1.52], [-4.90, -4.61, 3.15], [0.15, -1.73, -1.21], [-1.80, 0.12, -0.63], [1.85, 2.95, -0.40], [-1.35, 6.52, -9.25], [-5.35, 5.64, -11.60], [-9.54, -4.73, -13.61], [-2.88, 1.21, -3.35], [0.96, -3.27, 6.47], [7.01, -6.43, 10.59], [-3.53, -2.82, -1.21], [14.19, -1.44, 0.08], [5.82, 2.93, 9.82], [-1.58, 0.79, -5.52], [5.37, 0.56, 2.56], [-0.44, -10.06, 9.85], [-2.34, -5.80, 13.31], [2.01, -0.33, -0.73], [-1.14, 0.27, 0.30], [0.69, 1.84, -2.49], [0.50, 0.92, -0.44], [-11.99, 2.68, 1.46], [4.20, -0.44, 1.22], [1.03, 0.17, 0.44], [1.10, 1.12, 0.84], [2.59, -0.68, -2.36], [-2.20, -0.59, -3.29], [0.23, 0.72, 0.41], [-0.87, -0.23, 0.22], [-2.35, -0.03, 0.56], [1.21, 0.53, -0.65], [0.58, 3.02, 1.59], [1.65, 0.92, -0.30], [0.66, -0.88, -0.47], [0.96, -1.11, 1.75], [0.37, 4.77, -9.28], [-1.93, -1.82, 4.75], [-0.85, 0.85, -1.07]]
}

No. 2
{
  "formula": "C5H12N2O3",
  "method": "ωB97M-V/def2-TZVPD",
  "homo_ev": -9.100,
  "spin_multiplicity": 1,
  "homo_lumo_gap_ev": 9.712,
  "smiles": "CN1C(=O)NC[C@@H]1CO.O",
  "species": ["O", "O", "O", "N", "N", "C", "C", "C", "C", "C", "H", "H", "H", "H", "H", "H", "H", "H", "H", "H", "H", "H"],
  "xyz": [[2.32731, 1.84541, -1.80302], [3.04207, 2.46413, 1.49109], [-1.76909, 1.90608, 3.44579], [0.77011, 1.79226, 1.47798], [1.32110, 3.87855, 0.86183], [0.95374, 0.56908, 2.23443], [-0.48366, 2.55184, 1.52567], [1.86739, 2.68235, 1.22104], [-0.95152, 2.93227, 2.92696], [-0.11871, 3.79813, 0.69617], [-1.51805, 3.87596, 2.84907], [1.66248, 1.43341, -1.15918], [0.13986, -0.12604, 1.99440], [-0.39041, 3.65614, -0.36109], [1.77745, 2.34219, -2.42329], [1.88236, 4.53087, 0.33308], [0.96710, 0.74460, 3.31976], [-1.28372, 1.97155, 1.04265], [-0.61457, 4.70313, 1.06824], [-0.07458, 3.11531, 3.57323], [-1.98602, 2.10487, 4.36076], [1.91357, 0.12256, 1.94927]],
  "atomic_forces_ev_per_a": [[-1.57, -0.71, 1.21], [-1.19, -0.11, -0.87], [-0.04, -0.30, 0.00], [0.80, 0.89, -0.71], [-0.18, 0.42, -0.36], [0.16, 0.05, 0.00], [0.19, -0.23, -0.27], [0.16, -1.03, 2.17], [0.23, 0.49, 0.11], [0.04, 0.00, -0.36], [0.07, -0.22, 0.09], [1.42, 0.85, -1.30], [0.19, 0.15, 0.09], [-0.04, 0.03, 0.20], [0.09, -0.15, 0.10], [-0.05, -0.20, 0.14], [-0.05, -0.05, -0.17], [0.09, 0.19, 0.16], [0.11, -0.22, -0.10], [-0.19, -0.01, -0.18], [0.01, 0.00, 0.00], [-0.25, 0.15, 0.06]]
}

No. 3
{
  "formula": "C44H68ClGeN5NaO2P3",
  "method": "ωB97M-V/def2-TZVPD",
  "homo_ev": [-8.565, -8.704],
  "s2": 0.754,
  "charge": 1,
  "spin_multiplicity": 2,
  "homo_lumo_gap_ev": [5.903, 5.968],
  "species": ["Ge", "Cl", "P", "P", "P", "Na", "O", "O", "N", "N", "N", "N", "N", "C", "C", "C", "C", "C", "C", "C", "C", "C", "C", "C", "C", "C", "C", "C", "C", "C", "C", "C", "C", "C", "C", "C", "C", "C", "C", "C", "C", "C", "C", "C", "C", "C", "C", "C", "C", "C", "C", "C", "C", "C", "C", "C", "C", "H", "H", "H", "H", "H", "H", "H", "H", "H", "H", "H", "H", "H", "H", "H", "H", "H", "H", "H", "H", "H", "H", "H", "H", "H", "H", "H", "H", "H", "H", "H", "H", "H", "H", "H", "H", "H", "H", "H", "H", "H", "H", "H", "H", "H", "H", "H", "H", "H", "H", "H", "H", "H", "H", "H", "H", "H", "H", "H", "H", "H", "H", "H", "H", "H", "H", "H", "H"],
  "xyz": [[0.72792, -0.92541, -0.05984], [-6.76475, 5.62652, -1.92554], [-1.37464, 0.37308, 2.72286], [-1.94015, -0.73476, -2.31015], [2.39239, 2.11634, -0.80545], [-1.88953, 3.27518, -1.05332], [-1.22054, 4.23984, -3.13691], [-0.68942, 4.60101, 0.45115], [2.02504, -3.04581, 0.44733], [1.03525, -0.96452, 1.90309], [-3.96861, 3.22557, -0.49068], [-0.42405, -2.35336, -0.63392], [2.30051, -0.79365, -1.17698], [2.78690, -2.52633, 1.52800], [-0.19529, 0.00967, -4.16919], [0.91521, -3.88760, 0.73273], [2.31727, 3.19543, -2.34771], [-4.61773, -0.80502, -1.34478], [3.48982, 3.19686, -3.30622], [-2.46296, -2.09775, 3.06480], [3.74984, -2.06781, -2.70471], [2.91943, 0.46911, -1.62569], [-1.10410, -5.77752, 0.68695], [4.16801, -3.28566, -3.18577], [2.94956, -1.97151, -1.52740], [4.04088, -1.84076, 3.90081], [-1.22018, -1.34351, 5.09788], [0.49184, 0.13654, 2.75509], [-4.35092, -1.72974, -3.66361], [-2.70167, 2.13843, 4.56042], [-1.23707, -1.11624, -4.02168], [4.13545, -2.92487, 1.73221], [1.93907, 4.61108, -1.88556], [-0.26137, -3.59794, -0.02160], [0.02037, -5.97829, 1.51329], [0.96280, -4.95467, 1.64250], [-4.65578, 4.09307, -1.26028], [2.92890, -4.46584, -1.44972], [-0.66812, -2.51009, -4.27189], [-3.82233, -0.71206, -2.64865], [2.17657, -1.61657, 2.41487], [-5.82228, 3.02667, 0.96425], [2.67263, -3.20676, -0.84282], [5.09323, 3.17211, -0.38990], [-5.92017, 4.52434, -0.89194], [2.70969, -1.46178, 3.72207], [-0.20734, 2.51569, 4.46781], [4.77722, -2.57497, 2.93965], [-6.51953, 3.97032, 0.22993], [3.71798, -4.50581, -2.59565], [-4.50982, 2.68707, 0.60919], [-2.06299, -0.88497, 3.90175], [4.07761, 1.80500, 1.37168], [-1.76200, -2.26191, -1.31819], [-1.47150, 2.08420, 3.70471], [-1.21215, -4.64158, -0.10103], [3.76773, 2.81067, 0.26494], [1.16619, 4.57242, -1.10656], [-3.22121, -1.76690, 2.34185], [5.82992, -2.81810, 3.11719], [4.00276, 0.43210, -1.35594], [2.80362, 0.59227, -2.73555], [-3.95485, 1.95650, 1.21714], [-4.22566, 4.40149, -2.22464], [-5.55618, -0.28735, -1.47648], [-0.32141, -1.93480, 4.84150], [-0.05495, 0.18482, -5.22125], [4.11205, -1.16593, -3.23726], [1.80904, -5.07271, 2.30763], [-2.07409, -0.89789, -4.69222], [-7.56237, 4.25165, 0.42418], [-6.24120, 2.51440, 1.82894], [4.01109, -5.47847, -3.06205], [-0.46361, 4.82711, -3.27844], [-2.60327, -2.31245, -0.57321], [2.50738, -5.35052, -0.97467], [-1.62978, 2.81369, 2.89130], [-1.46160, -3.26994, -4.23281], [1.55350, 5.18284, -2.72745], [-2.04962, -4.53200, -0.78652], [-0.49286, 0.96790, -3.73391], [-4.14575, -2.78042, -3.29707], [-5.42045, -1.59027, -3.79481], [-0.12005, 4.30329, 1.18643], [0.85421, 0.05490, 3.79760], [-4.10497, -0.34917, -0.47838], [0.77552, -0.31858, -3.78818], [2.15029, -0.98832, 4.52112], [-1.94779, 4.69078, -3.64729], [3.20480, 1.50807, 1.96648], [0.08914, -6.90547, 2.05230], [5.82797, 3.50209, 0.37027], [4.78807, -3.39196, -4.07267], [-3.94426, 0.30947, -3.06400], [-4.86220, -1.85260, -1.07129], [2.81889, 5.13457, -1.44187], [-3.01365, 3.18941, 4.68654], [5.53114, 2.26484, -0.81785], [4.53697, -1.52643, 4.83408], [-2.52186, 1.70339, 5.57937], [-0.20590, -2.61490, -5.25951], [-1.94071, -3.12107, -1.99635], [3.84580, 4.24506, -3.41875], [0.68203, 2.59931, 3.83636], [-2.79300, -2.90539, 3.71488], [-0.40719, 3.47053, 4.99573], [3.35539, 3.75210, 0.70998], [5.00770, 3.94079, -1.15053], [0.02081, 1.81336, 5.25382], [-3.93375, -1.58215, -4.67998], [3.18031, 2.85261, -4.30403], [4.51871, 0.87606, 1.01661], [-1.91623, -6.51623, 0.69676], [0.10552, -2.78699, -3.50885], [4.30854, 2.55339, -3.00289], [4.58014, -3.60777, 0.98434], [1.43489, 2.76496, -2.84311], [-2.94474, -0.38015, 4.32563], [-1.16522, 5.39314, 0.71332], [-1.85223, -1.95658, 5.77020], [4.79776, 2.33208, 2.03528], [0.87084, 1.12281, 2.47202], [-0.93958, -0.50145, 5.75732], [-1.63481, -2.52255, 2.52329], [-3.58617, 1.67259, 4.12372]],
  "atomic_forces_ev_per_a": [[0.24, -0.12, 0.49], [0.07, -0.09, 0.23], [0.52, 0.94, 0.45], [-0.81, 0.06, -0.03], [-0.94, -0.35, -0.40], [1.32, -0.36, -0.27], [-1.21, 0.94, -0.67], [0.14, -0.49, 0.07], [-0.48, 1.54, -0.73], [-0.53, 0.30, 0.75], [-0.28, -0.13, -0.12], [-0.69, -0.87, -0.79], [0.11, 0.58, 1.21], [2.20, -0.58, 0.65], [0.24, -0.47, -0.79], [-0.87, -0.07, 0.13], [-0.66, -0.24, 1.04], [0.22, -0.26, 0.45], [0.19, 0.55, -0.83], [-0.56, 0.41, 0.08], [0.28, 0.85, 0.32], [0.70, 0.26, 0.36], [0.70, -0.44, 0.25], [-0.47, -1.95, 0.44], [-0.06, -1.45, -1.05], [0.56, -0.48, 0.29], [-0.02, 0.30, 0.84], [0.00, -0.35, -0.06], [0.59, -0.58, -0.08], [-0.57, 0.43, 1.24], [0.09, 0.89, 1.02], [-1.02, -0.37, 0.65], [0.34, -0.15, 0.60], [0.45, -1.02, 0.55], [-1.20, 0.89, 0.00], [0.16, -0.47, -1.47], [-0.08, -0.46, 0.56], [0.24, 1.29, 0.62], [0.17, -0.43, 0.59], [0.71, 0.10, -0.05], [-1.00, 0.03, -0.36], [0.49, -0.38, 0.45], [-0.14, 0.66, -0.60], [0.47, -0.26, 0.13], [0.16, -0.21, -0.45], [0.69, 0.09, -1.42], [-0.59, 0.36, 0.18], [-0.58, 0.78, -0.38], [-0.65, 0.09, -0.16], [0.28, 0.16, -0.65], [-0.99, 0.68, -0.35], [0.57, -0.13, 0.39], [-0.09, 0.63, 0.96], [0.21, 0.03, 0.54], [0.78, -0.77, -1.24], [-0.23, 0.63, 0.17], [0.08, -0.07, -0.25], [0.11, 0.09, -0.23], [0.00, -0.55, 0.13], [-0.51, 0.05, -0.07], [-0.45, -0.23, -0.62], [0.19, 0.04, 0.88], [0.04, 0.41, -0.55], [-0.06, -0.02, 0.60], [-0.44, 0.13, 0.05], [-0.41, 0.34, -0.06], [0.28, 0.18, -0.66], [-0.53, -0.57, 0.47], [0.16, 0.05, -0.16], [0.21, -0.11, -0.06], [0.54, -0.20, 0.24], [-0.18, 0.31, -0.21], [-0.40, 1.00, 0.51], [0.01, -0.23, 0.16], [0.75, 0.15, -0.42], [0.32, 0.07, -0.07], [0.13, -0.24, 0.04], [0.17, 0.16, 0.06], [0.18, 0.33, -0.11], [0.06, -0.19, 0.52], [0.03, -0.24, 0.14], [-0.30, 1.05, -0.56], [-0.26, -0.17, 0.19], [-0.46, 0.36, -0.41], [-0.46, -0.28, -0.62], [-0.08, -0.12, -0.34], [-0.07, 0.16, 0.33], [0.31, 0.11, -0.18], [1.07, -0.77, 0.63], [0.06, 0.17, -0.08], [0.10, -0.02, 0.43], [-0.44, 0.03, -0.27], [-0.04, 0.37, 0.16], [-0.08, -0.42, 0.13], [0.26, 0.51, -0.21], [-0.60, -0.24, -0.47], [0.26, -0.24, 0.27], [0.03, 0.15, -0.24], [-0.29, -0.48, -0.43], [-0.26, 0.29, -0.88], [-0.02, 0.27, 0.10], [0.50, 0.39, 0.34], [0.11, -0.76, -0.01], [-0.22, 0.20, 0.11], [-0.51, 0.01, -0.03], [0.21, -0.27, -0.44], [-0.04, -0.80, -0.26], [0.04, 0.04, -0.12], [0.13, -0.40, 0.29], [-0.02, -0.29, 0.64], [0.10, 0.15, 0.23], [0.20, 0.03, -0.22], [0.52, 0.22, -0.29], [-0.59, 0.28, -0.54], [0.18, 0.07, 0.08], [-0.11, 0.57, 0.55], [0.10, 0.06, 0.01], [0.02, -0.35, -0.28], [0.19, 0.10, 0.38], [0.26, -0.02, -0.48], [-0.34, -0.70, -0.14], [0.16, -0.02, -0.50], [0.21, -0.17, -0.44], [0.59, 0.05, -0.39], [0.11, -0.29, -0.07]]
}

No. 4
{
  "formula": "C3H10N2O",
  "method": "ωB97M-V/def2-TZVPD",
  "homo_ev": [-13.953, -13.819],
  "s2": 0.755,
  "charge": 1,
  "spin_multiplicity": 2,
  "homo_lumo_gap_ev": [10.893, 6.100],
  "species": ["O", "N", "N", "C", "C", "C", "H", "H", "H", "H", "H", "H", "H", "H", "H", "H"],
  "xyz": [[-1.65840, -1.76110, 0.99364], [-0.25795, 1.57811, -1.67824], [0.36339, -0.72093, 0.65230], [-0.74938, -0.88004, 1.57986], [0.80342, 0.65892, -1.35095], [0.86333, 0.53620, 0.21343], [0.19495, 1.29977, 0.61092], [-1.80724, -2.50423, 1.59984], [0.73915, -1.57301, 0.23967], [-0.18445, 1.89377, -2.63826], [1.85965, 0.70311, 0.60965], [-1.18247, 1.16168, -1.59654], [0.76415, -0.32308, -1.82189], [1.74189, 1.12882, -1.64631], [-0.30042, -1.29087, 2.49389], [-1.18963, 0.09287, 1.73901]],
  "atomic_forces_ev_per_a": [[0.23, -0.15, 0.50], [-0.43, -0.39, -0.17], [0.01, 0.29, 0.11], [0.22, -0.77, -0.50], [0.55, 0.64, -0.04], [-1.07, -0.08, 0.01], [0.24, 0.11, 0.11], [-0.11, 0.13, -0.33], [-0.07, -0.06, -0.01], [0.16, 0.21, 0.06], [0.47, -0.13, -0.10], [0.13, -0.04, 0.05], [-0.06, -0.19, 0.07], [-0.02, -0.12, -0.10], [-0.16, 0.22, 0.16], [-0.08, 0.32, 0.19]]
}

These records have E_tot values of -1186.12149 -532.95995 -5864.91829 -304.72294 a.u., in the order they appear.
These records have energy relative to the best compared isomer or geometry (same formula, charge and spin) values of 320.3 21.4 0.0 39.1 kcal per mole, in the order they appear.